1.
This record from the Open Molecules 2025 dataset describes C17H20N6O5PdS3Se as an isolated structure in a non-equilibrium geometry. The level of theory is the ωB97M-V functional and the def2-TZVPD basis.

Values from the calculation:
Orbital gap = 0.2658 Eh
Net charge = 0
Molar mass = 670.0 g mol⁻¹
HOMO = -8.14 eV

Each line ends with the Mulliken charge.
CARTESIAN COORDINATES (ANGSTROEM)
Pd1 -1.260 -1.182 1.329  0.44
N1 1.311 -2.927 -0.804  -0.39
C1 1.646 -2.825 0.507  0.52
N2 0.765 -2.604 1.430  -0.23
C2 1.310 -2.580 2.687  -0.27
C3 2.647 -2.780 2.741  -0.25
S1 3.257 -3.025 1.132  -0.25
C4 0.336 -2.309 3.764  -0.21
C5 0.497 -2.338 5.102  -0.16
S2 -0.999 -1.960 5.893  -0.24
C6 -1.751 -1.770 4.348  0.62
N3 -0.942 -1.976 3.346  0.03
N4 -3.043 -1.460 4.166  -0.35
H1 0.369 -2.611 -1.024  0.13
H2 2.011 -2.714 -1.494  0.28
H3 3.299 -2.808 3.594  0.46
H4 1.375 -2.576 5.673  0.44
H5 -3.648 -1.235 4.934  0.19
H6 -3.397 -1.428 3.213  0.16
C7 2.885 3.866 0.480  -1.25
C8 2.635 3.108 -0.816  -0.17
C9 2.917 1.615 -0.716  -0.87
N5 2.095 0.973 0.318  0.08
C10 0.795 0.749 0.366  0.01
S3 0.081 0.481 1.947  -0.41
N6 -0.060 0.783 -0.669  0.68
C11 0.158 0.463 -2.029  0.06
O1 1.164 -0.091 -2.409  -0.66
C12 -0.973 0.826 -2.919  0.48
C13 -1.956 1.733 -2.541  0.07
C14 -2.954 2.077 -3.440  -0.94
C15 -2.970 1.513 -4.705  -0.35
C16 -1.995 0.594 -5.078  -0.73
C17 -0.995 0.253 -4.187  -0.52
H7 2.786 4.940 0.333  0.39
H8 3.893 3.676 0.856  0.31
H9 2.177 3.579 1.258  0.27
H10 3.273 3.503 -1.610  0.46
H11 1.600 3.255 -1.140  0.18
H12 3.950 1.434 -0.417  0.56
H13 2.746 1.119 -1.667  0.19
H14 2.515 0.910 1.236  0.37
H15 -1.057 0.665 -0.378  0.13
H16 -1.960 2.169 -1.552  0.52
H17 -3.722 2.778 -3.146  0.41
H18 -3.750 1.782 -5.405  0.39
H19 -2.023 0.139 -6.058  0.41
H20 -0.232 -0.464 -4.451  0.43
O2 -4.365 -0.967 -1.434  -0.69
Se1 -3.053 -1.077 -0.504  1.19
O3 -1.648 -1.561 -1.220  -0.53
O4 -3.161 -2.068 0.892  -0.68
O5 -2.578 0.355 0.268  -0.72

2.
This record from the Open Molecules 2025 dataset describes a 8-piece molecular cluster, C8H32O12 overall in a non-equilibrium geometry. The level of theory is the ωB97M-V functional and the def2-TZVPD basis.

Values from the calculation:
Orbital gap = 0.3448 Eh
Net charge = 0
Energy relative to the best compared isomer or geometry (same formula, charge and spin) = 59.36 kcal per mole
Molar mass = 320.3 g mol⁻¹
HOMO = -9.11 eV

Each line ends with the Mulliken charge.
CARTESIAN COORDINATES (ANGSTROEM)
O1 -0.226 -1.671 2.619  -0.55
C1 -0.295 -0.318 2.195  -1.10
C2 -0.982 -0.068 0.878  0.43
O2 -0.789 1.278 0.546  -0.29
H1 -1.022 -2.109 2.437  0.36
H2 -0.769 0.163 3.010  0.51
H3 0.710 0.221 2.207  0.34
H4 -2.048 -0.223 0.873  0.24
H5 -0.602 -0.832 0.203  -0.07
H6 -0.119 1.314 -0.154  0.23
O3 -0.784 -0.249 -4.881  -0.53
C3 0.167 0.472 -4.175  -0.76
C4 -0.244 0.668 -2.701  0.05
O4 0.664 1.508 -2.063  -0.52
H7 -0.205 -0.383 -5.714  0.35
H8 1.174 0.175 -4.187  0.40
H9 0.070 1.426 -4.588  0.38
H10 -0.095 -0.299 -2.180  0.07
H11 -1.253 1.116 -2.650  0.30
H12 0.499 2.413 -2.302  0.25
O5 0.860 -5.512 -0.084  -0.47
C5 -0.571 -5.325 0.265  -0.57
C6 -0.672 -4.069 1.125  0.47
O6 -2.022 -3.879 1.528  -0.57
H13 0.944 -6.436 -0.326  0.30
H14 -1.276 -5.376 -0.564  0.32
H15 -0.704 -6.184 0.958  0.38
H16 -0.407 -3.184 0.571  -0.57
H17 0.097 -4.124 1.962  0.25
H18 -2.493 -3.620 0.719  0.35
O7 -2.243 5.192 -0.483  -0.57
C7 -1.019 4.517 -0.130  0.32
C8 -1.112 4.189 1.409  -0.46
O8 -0.138 3.327 1.910  -0.52
H19 -2.781 4.515 -0.861  0.31
H20 -0.973 3.620 -0.673  -0.25
H21 -0.216 5.222 -0.371  0.23
H22 -2.107 3.772 1.730  0.20
H23 -1.111 5.100 1.943  0.36
H24 -0.328 2.465 1.484  0.37
O9 2.190 3.350 -0.030  -0.59
H25 2.192 3.271 0.929  0.32
H26 2.502 2.554 -0.380  0.28
O10 1.130 -2.740 -1.628  -0.63
H27 1.238 -2.229 -0.811  0.34
H28 0.361 -3.332 -1.372  0.32
O11 1.991 -1.656 0.671  -0.73
H29 2.476 -2.478 0.882  0.34
H30 1.238 -1.648 1.326  0.41
O12 2.711 2.055 2.778  -0.55
H31 2.927 2.547 3.568  0.25
H32 3.463 1.492 2.581  0.29

3.
This record from the Open Molecules 2025 dataset describes a 2-piece molecular cluster, C6H13N overall in a non-equilibrium geometry. The level of theory is the ωB97M-V functional and the def2-TZVPD basis.

Values from the calculation:
Orbital gap = 0.2711 Eh
Net charge = 0
Energy relative to the best compared isomer or geometry (same formula, charge and spin) = 97.27 kcal per mole
Molar mass = 99.2 g mol⁻¹
HOMO = -7.11 eV

Each line ends with the Mulliken charge.
CARTESIAN COORDINATES (ANGSTROEM)
C1 0.376 0.339 -2.892  -1.22
C2 1.066 -0.249 -1.656  -0.30
C3 0.217 -1.042 -0.758  -0.56
C4 0.126 -0.942 0.599  0.88
C5 1.028 -0.161 1.335  -0.53
N1 0.627 0.296 2.565  -0.22
C6 -0.849 -1.885 1.357  -1.19
H1 0.927 1.046 -3.507  0.35
H2 0.151 -0.473 -3.610  0.28
H3 -0.588 0.828 -2.717  0.34
H4 1.556 0.564 -1.114  0.29
H5 1.900 -0.828 -2.070  0.23
H6 -1.694 4.997 1.548  0.01
H7 -0.400 -1.770 -1.304  0.22
H8 -2.313 4.609 1.654  -0.01
H9 1.276 0.202 3.322  0.25
H10 -0.237 0.790 2.745  0.23
H11 -0.344 -2.780 1.696  0.26
H12 -1.584 -2.235 0.622  0.31
H13 -1.239 -1.308 2.186  0.37

4.
This record from the Open Molecules 2025 dataset describes one molecule with the formula C22H15FN4O3 in a non-equilibrium geometry. The level of theory is the ωB97M-V functional and the def2-TZVPD basis.

Values from the calculation:
Orbital gap = 0.2823 Eh
Net charge = 0
Molar mass = 402.4 g mol⁻¹
HOMO = -8.47 eV

Each line ends with the Mulliken charge.
CARTESIAN COORDINATES (ANGSTROEM)
C1 4.439 5.191 4.035  0.17
C2 3.993 4.256 3.434  -1.10
C3 3.551 3.067 2.767  0.77
C4 3.263 1.987 3.566  -0.82
C5 2.811 0.797 3.033  0.53
F1 2.510 -0.231 3.876  -0.31
C6 2.607 0.690 1.648  0.01
C7 2.073 -0.553 1.072  0.08
C8 2.778 -1.772 1.181  -0.62
N1 2.314 -2.913 0.710  -0.68
C9 1.104 -2.933 0.165  0.37
N2 0.850 -4.187 -0.296  -0.52
C10 0.308 -1.809 -0.045  0.18
C11 -1.042 -1.801 -0.606  0.17
C12 -1.984 -2.800 -0.277  -0.43
C13 -3.273 -2.801 -0.859  -0.69
C14 -3.722 -1.754 -1.694  0.41
C15 -2.806 -0.732 -2.013  0.67
C16 -1.466 -0.788 -1.494  -0.98
C17 -3.178 0.287 -3.003  -0.73
C18 -4.683 0.638 -2.947  -0.79
N3 -5.447 -0.606 -3.019  -0.21
C19 -5.053 -1.696 -2.316  0.11
O1 -5.817 -2.616 -2.297  -0.66
C20 0.815 -0.588 0.453  -0.63
C21 2.855 1.792 0.838  -0.39
C22 3.275 3.030 1.376  0.04
N4 3.427 4.168 0.516  0.79
O2 4.106 4.050 -0.506  -0.52
O3 2.851 5.245 0.825  -0.49
H1 4.910 5.971 4.555  0.48
H2 3.440 2.089 4.619  0.51
H3 3.721 -1.749 1.750  0.43
H4 0.252 -4.204 -1.128  0.27
H5 1.725 -4.728 -0.343  0.31
H6 -1.695 -3.612 0.400  0.45
H7 -3.962 -3.605 -0.607  0.46
H8 -0.804 0.022 -1.792  0.59
H9 -2.889 -0.010 -3.988  0.31
H10 -2.672 1.235 -2.744  0.37
H11 -4.922 1.275 -3.789  0.42
H12 -4.938 1.203 -2.051  0.30
H13 -6.443 -0.608 -3.131  0.27
H14 0.157 0.305 0.373  0.57
H15 2.660 1.800 -0.247  0.51

5.
This record from the Open Molecules 2025 dataset describes C65H54ClF5N4PRuS4 as an isolated structure in a non-equilibrium geometry. The level of theory is the ωB97M-V functional and the def2-TZVPD basis.

Values from the calculation:
Orbital gap (spin up / spin down) = 0.2538 / 0.2538 Eh
Net charge = +1
Energy relative to the best compared isomer or geometry (same formula, charge and spin) = 32.57 kcal per mole
Molar mass = 1281.9 g mol⁻¹
HOMO (spin up / spin down) = -9.38 / -9.38 eV

Each line ends with the Mulliken charge.
CARTESIAN COORDINATES (ANGSTROEM)
Ru1 0.024 -0.489 -0.799  1.41
N1 -0.328 0.890 0.639  -0.41
S1 -0.935 2.159 1.010  1.26
N2 -1.074 3.519 0.126  -0.51
S2 0.029 4.112 -0.808  1.55
N3 1.436 3.586 -0.719  0.23
S3 2.444 2.406 -1.349  0.66
N4 1.907 0.728 -1.567  1.18
C1 1.841 2.786 -3.157  1.15
C2 1.140 1.993 -4.056  -0.42
C3 1.085 2.335 -5.406  -0.76
C4 1.732 3.469 -5.871  -0.84
C5 2.436 4.269 -4.978  -0.92
C6 2.493 3.917 -3.639  -0.87
C7 2.978 2.051 0.451  1.22
C8 3.163 0.815 1.039  0.53
C9 3.918 0.684 2.204  -0.79
C10 4.490 1.795 2.798  -0.63
C11 4.299 3.047 2.222  -1.01
C12 3.562 3.165 1.056  -1.19
C13 -0.744 4.241 -2.405  0.33
C14 -1.795 3.402 -2.714  -0.32
C15 -2.409 3.510 -3.953  -0.76
C16 -1.975 4.471 -4.851  -0.73
C17 -0.938 5.334 -4.514  -0.92
C18 -0.315 5.227 -3.284  -0.52
C19 0.146 5.814 -0.319  0.34
C20 -1.022 6.563 -0.274  -0.56
C21 -0.938 7.900 0.071  -0.71
C22 0.299 8.468 0.362  -0.61
C23 1.453 7.701 0.314  -0.89
C24 1.383 6.358 -0.035  -0.38
C25 -0.164 2.738 2.514  0.74
C26 -0.480 3.999 3.004  -0.97
C27 0.125 4.433 4.172  -0.96
C28 1.027 3.608 4.834  -0.71
C29 1.324 2.349 4.334  -0.74
C30 0.725 1.903 3.164  -0.17
C31 -2.663 2.010 1.469  0.52
C32 -2.936 0.971 2.350  -0.53
C33 -4.238 0.766 2.772  -0.61
C34 -5.255 1.593 2.311  -0.72
C35 -4.973 2.616 1.419  -0.90
C36 -3.670 2.832 0.991  -0.22
H1 0.608 1.110 -3.716  0.17
H2 0.537 1.705 -6.097  0.46
H3 1.705 3.720 -6.924  0.42
H4 2.951 5.154 -5.332  0.44
H5 3.083 4.521 -2.951  0.38
H6 2.731 -0.080 0.624  -0.52
H7 4.051 -0.303 2.634  0.46
H8 5.091 1.692 3.693  0.43
H9 4.736 3.928 2.676  0.40
H10 3.457 4.144 0.600  0.24
H11 -2.156 2.722 -1.965  0.54
H12 -3.236 2.857 -4.202  0.54
H13 -2.455 4.565 -5.817  0.42
H14 -0.611 6.091 -5.214  0.46
H15 0.499 5.892 -3.022  0.54
H16 -1.978 6.109 -0.503  0.39
H17 -1.835 8.504 0.108  0.46
H18 0.359 9.515 0.628  0.44
H19 2.412 8.146 0.542  0.50
H20 2.268 5.741 -0.081  0.18
H21 -1.185 4.632 2.478  0.36
H22 -0.110 5.412 4.568  0.47
H23 1.501 3.953 5.744  0.43
H24 2.029 1.710 4.848  0.50
H25 0.951 0.932 2.745  0.21
H26 -2.131 0.333 2.699  0.41
H27 -4.459 -0.037 3.463  0.48
H28 -6.271 1.441 2.654  0.43
H29 -5.769 3.253 1.055  0.48
H30 -3.435 3.632 0.303  0.38
Cl1 -2.436 0.225 -1.915  -0.25
C37 -3.619 -0.619 -0.926  0.41
C38 -4.928 -0.187 -0.980  -0.54
C39 -5.869 -0.845 -0.199  -0.78
C40 -5.486 -1.901 0.613  -0.86
C41 -4.163 -2.321 0.639  -1.12
C42 -3.204 -1.690 -0.146  0.11
P1 -1.447 -2.165 -0.233  2.34
C43 -1.334 -3.605 0.839  1.02
C44 -1.019 -3.434 2.186  -0.35
C45 -0.984 -4.532 3.028  -0.73
C46 -1.249 -5.802 2.528  -0.61
C47 -1.558 -5.974 1.187  -0.80
C48 -1.608 -4.875 0.339  -0.45
C49 -1.400 -2.680 -1.990  0.14
C50 -0.219 -2.365 -2.655  1.13
C51 -0.097 -2.523 -4.027  -0.78
C52 -1.172 -3.021 -4.748  -0.94
C53 -2.361 -3.331 -4.097  -0.92
C54 -2.485 -3.146 -2.728  -0.43
H31 -5.202 0.646 -1.613  0.55
H32 -6.902 -0.527 -0.228  0.42
H33 -6.220 -2.409 1.225  0.42
H34 -3.874 -3.155 1.267  0.48
H35 -0.775 -2.449 2.565  0.44
H36 -0.736 -4.400 4.073  0.46
H37 -1.205 -6.659 3.187  0.40
H38 -1.755 -6.962 0.795  0.45
H39 -1.838 -5.016 -0.709  0.34
H40 0.669 -2.102 -2.064  -1.38
H41 0.837 -2.286 -4.519  0.52
H42 -1.087 -3.175 -5.815  0.45
H43 -3.200 -3.713 -4.664  0.45
H44 -3.429 -3.355 -2.240  0.50
C55 5.027 1.286 -2.346  -1.42
C56 4.221 -0.001 -2.503  2.60
C57 4.146 -0.370 -3.999  -1.76
C58 4.929 -1.137 -1.737  -1.69
C59 2.795 -0.063 -2.032  -1.56
H45 6.031 1.090 -2.730  0.59
H46 5.128 1.583 -1.302  0.28
H47 4.615 2.112 -2.925  0.21
H48 5.160 -0.489 -4.385  0.50
H49 3.648 0.412 -4.574  0.24
H50 3.619 -1.314 -4.155  0.33
H51 5.953 -1.220 -2.103  0.56
H52 4.431 -2.100 -1.883  0.34
H53 4.958 -0.933 -0.665  0.21
H54 2.452 -1.098 -2.129  0.26
F1 4.017 -7.444 0.278  -0.31
C60 3.471 -6.232 0.292  0.77
C61 2.488 -5.894 -0.618  -0.06
F2 2.079 -6.786 -1.521  -0.32
C62 1.927 -4.631 -0.587  -0.82
F3 0.987 -4.368 -1.502  -0.09
C63 2.300 -3.656 0.332  1.07
S4 1.620 -2.049 0.501  0.46
C64 3.300 -4.033 1.229  -0.39
F4 3.732 -3.166 2.148  -0.28
C65 3.880 -5.288 1.216  0.13
F5 4.833 -5.592 2.094  -0.31

6.
This record from the Open Molecules 2025 dataset describes C3H4FLaO2 as an isolated structure in a non-equilibrium geometry. The level of theory is the ωB97M-V functional and the def2-TZVPD basis.

Values from the calculation:
Spin multiplicity = 2
Orbital gap (spin up / spin down) = 0.1887 / 0.2814 Eh
Net charge = +3
Molar mass = 230.0 g mol⁻¹
⟨S²⟩ = 0.76
HOMO (spin up / spin down) = -20.80 / -23.18 eV

Each line ends with the Mulliken charge.
CARTESIAN COORDINATES (ANGSTROEM)
O1 0.306 0.779 1.610  -0.07
La1 -2.112 -1.902 0.787  2.43
C1 -0.351 -0.206 2.089  0.14
C2 1.093 0.760 0.486  -0.43
H1 1.367 -0.243 0.165  0.47
H2 1.711 1.651 0.411  0.36
F1 0.241 -0.738 3.119  -0.09
C3 -0.499 0.064 -2.056  -0.05
O2 -1.448 -0.636 -1.659  -0.49
H3 0.452 -0.458 -2.261  0.37
H4 -0.760 0.928 -2.691  0.34